Formula: C29H41BCaF4N4O2
Source: OMol25
Level of theory: ωB97M-V with the def2-TZVPD basis set

The geometry in ORCA input format:
```
! RIJCOSX wB97M-V def2-TZVPD def2/J DEFGRID3
* xyz -2 1
Ca 0.175 -0.830 0.565
C -1.232 -3.576 -2.348
C -0.258 -2.596 -2.987
N 0.773 -2.098 -2.086
C 1.369 -0.845 -2.547
C 2.021 -0.865 -3.928
C 1.747 -3.142 -1.746
C 2.663 -2.818 -0.583
N 1.886 -2.421 0.562
C 2.575 -1.958 1.650
C 1.857 -1.498 2.810
F 0.364 -1.460 2.581
C 2.240 -0.242 3.464
F 1.593 -0.131 4.789
C 3.716 -0.250 3.639
C 4.468 -1.017 2.814
F 5.826 -0.969 2.922
C 3.966 -1.847 1.808
F 4.872 -2.520 0.998
H -2.057 -3.772 -3.039
H -1.624 -3.158 -1.422
H -0.759 -4.532 -2.115
H -0.818 -1.724 -3.343
H 0.192 -3.070 -3.877
H 2.117 -0.543 -1.808
H 0.584 -0.079 -2.534
H 2.829 -1.599 -3.976
H 2.448 0.117 -4.146
H 1.295 -1.100 -4.711
H 2.370 -3.397 -2.620
H 1.179 -4.035 -1.483
H 3.389 -2.045 -0.888
H 3.266 -3.721 -0.420
H 4.178 0.472 4.300
N 4.470 5.006 3.271
C 3.951 4.042 2.914
C 3.306 2.827 2.443
C 3.722 2.249 1.193
C 2.854 1.309 0.662
N 1.777 0.805 1.243
C 1.646 1.033 2.711
C 2.262 2.328 3.140
H 4.573 2.624 0.646
H 3.015 1.001 -0.373
H 0.583 1.037 2.980
H 1.909 2.818 4.038
C -4.558 -1.933 1.323
C -3.067 -1.725 1.625
C -2.902 -0.429 2.448
C -2.540 -2.907 2.456
C -2.286 -1.617 0.343
H -5.115 -2.126 2.246
H -4.705 -2.790 0.657
H -4.979 -1.049 0.837
H -3.507 -0.509 3.360
H -3.233 0.438 1.873
H -1.862 -0.271 2.742
H -3.055 -2.959 3.423
H -1.469 -2.808 2.633
H -2.709 -3.848 1.926
H -2.957 -1.156 -0.398
C -2.452 3.819 0.136
C -1.611 3.086 -0.900
C -0.604 4.043 -1.510
O -0.891 2.063 -0.198
B -1.472 0.822 -0.404
O -2.499 0.955 -1.359
C -2.464 2.276 -1.929
C -1.803 2.163 -3.298
C -3.888 2.771 -2.098
H -1.780 4.212 0.900
H -3.149 3.135 0.624
H -3.010 4.649 -0.306
H -0.049 4.534 -0.709
H -1.110 4.808 -2.108
H 0.118 3.516 -2.135
H -0.794 1.753 -3.205
H -1.746 3.130 -3.805
H -2.391 1.478 -3.910
H -4.441 2.708 -1.161
H -4.399 2.151 -2.838
H -3.899 3.809 -2.448
*
```

Summary:
electronic energy: -70776.492 eV

What are the Mulliken partial charges on each atom? They are as follows, in elementary charge units: 0.9547 -1.1227 -0.8341 1.2437 1.2368 -1.6751 -1.1328 -1.0114 -0.6396 0.9524 -2.1780 -0.0810 2.6695 -0.5046 -1.8709 0.9847 -0.4188 0.2413 -0.4524 0.4396 -0.0387 0.3975 0.4327 0.2862 -0.3270 -0.7201 0.3387 0.4627 0.3232 0.2401 0.4500 0.3669 0.4370 0.1799 -0.7037 -0.0645 1.1097 -1.5915 -0.3629 0.2805 0.2757 -1.4834 0.3813 0.1619 -0.1013 0.3866 -2.0146 2.9673 -1.4675 -1.6761 -1.9754 0.4517 0.3996 0.3369 0.5882 0.0350 0.1125 0.4275 0.2374 0.3402 0.5236 -1.9951 1.7000 -1.9581 0.3742 1.2193 -0.9715 1.9927 -1.8697 -2.0239 0.5210 0.2479 0.3325 0.4552 0.3333 0.3062 0.1434 0.3346 0.5035 0.3370 0.4817 0.3300

=====

Formula: C29H41BrCrFN5O10Si
Source: OMol25
Level of theory: ωB97M-V with the def2-TZVPD basis set

The geometry in ORCA input format:
```
! RIJCOSX wB97M-V def2-TZVPD def2/J DEFGRID3
* xyz -1 2
Cr -0.276 0.275 0.015
O -1.368 4.552 -0.419
C -1.038 3.408 -0.119
O -1.299 2.303 -0.746
C -0.115 3.201 1.059
C 0.529 4.198 1.762
C 1.344 3.826 2.824
C 1.470 2.483 3.167
C 0.785 1.564 2.411
N 0.024 1.930 1.388
C 0.799 0.076 2.637
O 1.344 -0.394 3.608
O 0.123 -0.584 1.716
H 0.394 5.226 1.450
H 1.889 4.580 3.382
H 2.082 2.136 3.991
C -3.869 -1.971 0.146
C -2.490 -1.441 -0.045
N -2.174 -0.224 0.199
O -3.175 0.585 0.641
C -1.397 -2.261 -0.521
C -1.502 -3.685 -0.925
N -0.266 -1.587 -0.630
O 0.806 -2.110 -1.060
H -4.588 -1.162 0.153
H -3.930 -2.495 1.104
H -4.113 -2.683 -0.643
H -2.814 1.456 0.340
H -2.022 -4.279 -0.168
H -0.495 -4.077 -1.057
H -2.038 -3.797 -1.875
C -2.936 -0.119 -5.145
C -1.559 0.321 -5.680
C -0.647 -0.928 -5.687
C -1.738 0.775 -7.145
Si -0.840 1.720 -4.607
Br -0.498 0.573 -2.661
C -2.061 3.106 -4.212
C -3.151 2.653 -3.221
C -2.742 3.598 -5.505
C -1.342 4.298 -3.556
C 0.907 2.267 -5.065
C 0.852 3.232 -6.268
C 1.797 1.062 -5.424
C 1.609 2.972 -3.884
H -3.264 -1.000 -5.720
H -3.697 0.658 -5.278
H -2.907 -0.398 -4.083
H -1.235 -1.782 -6.063
H -0.269 -1.197 -4.692
H 0.208 -0.809 -6.355
H -2.126 -0.074 -7.732
H -0.789 1.082 -7.605
H -2.449 1.602 -7.255
H -3.726 1.790 -3.563
H -3.853 3.493 -3.086
H -2.723 2.426 -2.240
H -3.452 2.862 -5.903
H -2.030 3.853 -6.304
H -3.314 4.510 -5.267
H -0.734 4.003 -2.697
H -2.102 4.993 -3.171
H -0.719 4.845 -4.273
H 0.403 2.778 -7.163
H 1.881 3.527 -6.529
H 0.295 4.153 -6.038
H 1.501 0.588 -6.365
H 1.816 0.307 -4.626
H 2.827 1.428 -5.547
H 1.114 3.889 -3.567
H 2.626 3.239 -4.216
H 1.720 2.305 -3.018
F 6.635 -0.577 -4.235
C 6.424 -0.374 -2.930
C 5.249 -0.642 -2.379
N 4.989 -0.477 -1.028
C 3.604 -0.659 -0.523
C 2.598 0.339 -1.083
O 2.737 0.751 -2.234
O 1.643 0.628 -0.245
C 5.963 0.025 -0.179
O 5.803 0.234 1.010
N 7.178 0.275 -0.805
C 7.528 0.127 -2.149
O 8.642 0.398 -2.552
H 4.431 -1.014 -2.975
H 3.620 -0.591 0.550
H 3.260 -1.650 -0.811
H 7.899 0.624 -0.200
*
```

Summary:
⟨S²⟩: 0.762
electronic energy: -167727.985 eV

What are the Mulliken partial charges on each atom? They are as follows, in elementary charge units: -0.8296 -0.7369 -0.1258 -0.1015 0.3773 -0.7807 -0.3736 -0.6600 0.8102 0.5640 -0.0990 -0.7369 -0.2024 0.5426 0.4201 0.5178 -1.8099 0.6460 1.3564 -0.7831 0.1398 -1.8012 1.1520 -0.8157 0.4465 0.3275 0.4023 0.4017 0.3970 0.3896 0.2956 -1.9991 2.5220 -1.7279 -1.6929 -1.5330 0.1081 3.1128 -1.3245 -2.0002 -1.7299 2.8211 -1.6195 -2.0804 -1.6056 0.6182 0.3454 0.1691 0.6021 0.1067 0.3380 0.5305 0.2747 0.2435 0.2145 0.5542 -0.1180 0.3195 0.2986 0.5404 -0.0911 0.6059 0.3279 0.2252 0.4911 0.2785 0.3162 0.2818 0.6795 0.2584 0.6623 -0.0241 -0.3321 0.3810 -0.0037 0.1911 -1.2628 0.5246 -0.4494 -0.2908 0.5088 -0.6502 -0.0577 0.2367 -0.6549 0.3802 0.4622 0.1646 0.2222

=====

Formula: C29H41Cl2N4O5PPdS
Source: OMol25
Level of theory: ωB97M-V with the def2-TZVPD basis set

The geometry in ORCA input format:
```
! RIJCOSX wB97M-V def2-TZVPD def2/J DEFGRID3
* xyz -2 1
Pd 0.822 -1.251 0.391
Cl -1.456 -5.501 -2.923
C -2.160 -4.520 -1.595
Cl -3.494 -3.530 -2.240
C -1.031 -3.711 -0.868
O -0.292 -4.447 -0.202
O -1.036 -2.477 -1.031
H -2.601 -5.229 -0.905
C -0.514 -2.189 5.091
C -0.130 -2.486 3.641
C -1.372 -2.885 2.842
P 0.865 -1.241 2.635
C 0.487 0.463 3.346
C -1.000 0.759 3.148
C 0.938 0.914 4.735
C 2.596 -1.603 3.267
C 2.826 -1.865 4.758
C 3.168 -2.790 2.486
H -1.016 -3.061 5.527
H -1.220 -1.358 5.152
H 0.338 -1.948 5.724
H 0.539 -3.358 3.642
H -2.082 -2.054 2.790
H -1.879 -3.732 3.318
H -1.105 -3.158 1.822
H 1.039 1.076 2.622
H -1.605 0.274 3.918
H -1.343 0.401 2.177
H -1.195 1.835 3.220
H 0.521 0.297 5.532
H 0.601 1.943 4.911
H 2.024 0.909 4.832
H 3.156 -0.709 2.967
H 2.346 -2.800 5.058
H 2.460 -1.078 5.413
H 3.898 -1.987 4.951
H 2.794 -3.732 2.900
H 4.261 -2.808 2.561
H 2.884 -2.738 1.436
O -7.210 5.115 -4.309
S -6.273 4.130 -4.823
O -6.567 2.760 -4.465
O -5.873 4.333 -6.206
C -4.736 4.527 -3.918
N -4.285 5.775 -4.065
C -3.168 6.077 -3.429
C -2.484 5.170 -2.636
C -3.039 3.900 -2.539
N -4.156 3.578 -3.189
C -2.385 2.835 -1.725
C -2.581 1.487 -2.008
C -1.873 0.528 -1.285
N -1.017 0.852 -0.307
C -0.897 2.144 0.012
C -1.539 3.164 -0.666
H -2.793 7.089 -3.559
H -1.563 5.443 -2.141
H -3.267 1.195 -2.792
H -1.958 -0.536 -1.494
H -0.229 2.360 0.839
H -1.388 4.189 -0.358
C 1.403 2.332 -2.927
N 1.292 1.097 -2.127
C 0.831 -0.034 -2.990
C 2.576 0.860 -1.270
C 3.181 -0.474 -1.526
C 4.289 -0.621 -2.359
C 4.729 -1.894 -2.686
C 4.017 -2.988 -2.191
C 2.915 -2.816 -1.368
C 2.452 -1.544 -0.956
H 0.477 2.495 -3.475
H 2.234 2.217 -3.622
H 1.593 3.173 -2.262
H 0.552 1.212 -1.430
H 1.576 -0.203 -3.766
H -0.124 0.268 -3.417
H 0.720 -0.915 -2.359
H 2.196 0.840 -0.242
H 3.217 1.723 -1.466
H 4.807 0.253 -2.751
H 5.595 -2.036 -3.323
H 4.334 -3.992 -2.461
H 2.385 -3.696 -1.011
*
```

Summary:
electronic energy: -95585.712 eV

What are the Mulliken partial charges on each atom? They are as follows, in elementary charge units: 0.1722 -0.2363 -0.0104 -0.2145 0.0632 -0.6788 -0.4050 0.2950 -1.6218 0.5840 -1.0766 0.4285 1.2489 -1.6152 -1.6857 0.5268 -1.6942 -1.4106 0.4552 0.2395 0.2571 0.4631 0.2403 0.4711 -0.1322 -0.0080 0.2578 0.1444 0.4788 0.1947 0.4881 0.3415 0.4090 0.2684 0.3102 0.4611 0.3290 0.4675 0.0541 -0.6993 1.1919 -0.6669 -0.6979 0.1302 -0.5025 -0.3623 -0.7345 0.1551 -0.3637 1.5622 -0.9610 -0.7452 0.2074 -0.2337 -1.0157 0.3886 0.3869 0.6353 0.6568 0.4205 0.4106 -1.0144 1.4833 -1.3164 -0.6148 1.0889 -0.6155 -0.4802 -0.6916 -0.0635 -0.9918 0.3477 0.3630 0.3844 -0.9007 0.5151 0.4683 0.2983 -0.2083 0.4693 0.3029 0.3497 0.3736 0.4298

=====

Formula: C29H41F6N5O3P2S2W
Source: OMol25
Level of theory: ωB97M-V with the def2-TZVPD basis set

The geometry in ORCA input format:
```
! RIJCOSX wB97M-V def2-TZVPD def2/J DEFGRID3
* xyz 3 4
W 0.467 0.431 1.073
C 2.929 1.700 2.592
C 2.127 1.226 3.787
N 0.784 0.751 3.337
C 0.340 -0.522 3.987
C 1.196 -1.639 3.442
N 1.276 -1.528 1.947
C 2.676 -1.778 1.502
C 3.506 -0.524 1.732
N 2.726 0.731 1.478
H 2.595 2.675 2.263
H 3.988 1.781 2.848
H 2.630 0.414 4.309
H 2.019 2.041 4.501
H 0.108 1.462 3.608
H 0.409 -0.451 5.076
H -1.595 -0.232 4.077
H 2.204 -1.604 3.846
H 0.753 -2.587 3.741
H 0.697 -2.267 1.545
H 3.100 -2.620 2.052
H 2.647 -2.043 0.455
H 3.863 -0.494 2.760
H 4.394 -0.551 1.102
H 3.094 1.180 0.642
O -2.432 1.644 3.949
S -2.446 1.939 2.525
O -1.304 1.331 1.775
O -0.970 -0.797 3.590
C -3.790 1.028 1.701
C -5.063 1.400 2.101
C -6.139 0.713 1.565
C -5.904 -0.297 0.644
C -4.613 -0.630 0.254
C -3.499 0.044 0.759
P -1.871 -0.453 0.019
C -2.066 0.172 -1.675
C -1.542 -0.523 -2.770
C -1.743 -0.047 -4.056
C -2.429 1.145 -4.261
C -2.918 1.859 -3.176
C -2.746 1.373 -1.889
C -2.004 -2.267 -0.056
C -2.536 -2.957 -1.147
C -2.701 -4.334 -1.084
C -2.352 -5.035 0.061
C -1.842 -4.355 1.158
C -1.667 -2.981 1.100
H -5.210 2.190 2.827
H -7.146 0.970 1.863
H -6.737 -0.834 0.209
H -4.470 -1.426 -0.465
H -1.002 -1.448 -2.626
H -1.375 -0.615 -4.901
H -2.589 1.512 -5.266
H -3.448 2.789 -3.332
H -3.149 1.933 -1.055
H -2.837 -2.438 -2.045
H -3.114 -4.857 -1.936
H -2.490 -6.107 0.102
H -1.598 -4.894 2.064
H -1.321 -2.449 1.976
F -0.177 2.179 -0.201
P 0.412 3.785 0.359
F -1.095 4.108 0.682
F 0.520 3.070 1.865
F 1.014 5.107 0.903
F 1.899 3.132 0.058
F 0.286 4.270 -1.120
C 3.960 -1.793 -1.924
N 3.644 -0.434 -2.365
C 4.802 0.293 -2.905
C 2.437 0.126 -2.279
S 1.308 -0.531 -1.041
N 2.033 1.016 -3.162
C 2.496 0.991 -4.559
C 1.022 2.027 -2.850
H 4.551 -2.273 -2.703
H 3.056 -2.374 -1.778
H 4.559 -1.777 -1.012
H 5.642 0.114 -2.235
H 4.603 1.360 -2.934
H 5.081 -0.059 -3.897
H 2.976 0.045 -4.786
H 3.172 1.816 -4.778
H 1.615 1.090 -5.190
H 1.401 2.704 -2.097
H 0.100 1.564 -2.505
H 0.817 2.596 -3.753
*
```

Summary:
⟨S²⟩: 3.776
electronic energy: -102690.492 eV

What are the Mulliken partial charges on each atom? They are as follows, in elementary charge units: 3.7027 -0.8312 -0.8598 -0.6075 -0.4996 -0.8906 -0.6258 -1.2868 -0.5398 -0.7312 0.2133 0.6685 0.4181 0.5734 0.5202 0.5916 0.4106 0.5753 0.5161 0.1160 0.6564 0.4796 0.3920 0.5891 0.2800 -0.5549 0.4622 -0.8233 -0.4463 1.3769 -0.9040 -0.8399 -0.8391 -0.8060 -0.1261 1.6624 1.1427 -0.7855 -1.2212 -0.8549 -0.8675 -0.9323 1.5018 -0.3305 -0.9984 -0.8232 -0.9851 -1.3752 0.5084 0.4599 0.4887 0.5029 0.7862 0.5693 0.4795 0.5266 0.3653 0.7571 0.4980 0.4427 0.4911 0.7236 -0.4073 1.5615 -0.4164 -0.3135 -0.2749 -0.3985 -0.3239 -1.1003 0.2711 -1.2458 0.3896 -0.3679 0.3359 -1.2490 -1.1444 0.5055 0.3929 0.2868 0.4258 0.3845 0.3995 0.4100 0.3986 0.4462 0.4196 0.1184 0.4335